[1]
Molecular formula: C6H9N3O2
Method: DFT, the ωB97M-V functional and the def2-TZVPD basis

Output
- Spin multiplicity: 1
- HOMO level: -8.73 eV
- Net charge: 0
- Molecular weight: 155.157 g mol⁻¹
- ΔE to the lowest compared entry with this formula, charge and spin: 269.26 kJ/mol

```
20
Properties=species:S:1:pos:R:3:forces:R:3:nbo_charge:R:1
C -2.6574 -1.2720 0.1353 -3.352 0.392 0.873 -0.446
N -1.5004 -0.4121 0.0571 -0.600 0.659 0.021 -0.432
C -0.2362 -0.8731 -0.1045 -0.683 -0.839 -0.681 0.117
C 0.8494 -0.0178 -0.1800 -0.135 -3.155 -1.084 -0.244
C 2.1825 -0.7262 -0.5277 -1.145 1.166 0.216 -0.088
O 3.0360 -0.4550 0.6466 -1.542 -2.435 -0.041 -0.721
C 0.5558 1.3815 -0.0548 0.416 -1.953 0.449 0.472
N 1.5337 2.3088 -0.1208 3.341 -0.094 1.603 -0.781
N -0.6650 1.7039 0.1525 1.069 4.332 -0.065 -0.574
C -1.7377 1.0111 0.0536 -5.298 -1.461 0.017 0.756
O -2.9461 1.4470 0.0023 3.863 -1.486 0.255 -0.648
H -3.0138 -1.4616 1.2518 0.939 0.561 -2.113 0.209
H -2.3677 -2.2857 -0.2634 -0.812 1.147 -0.046 0.202
H -3.6956 -0.5897 -0.3524 3.559 -2.485 1.099 0.289
H -0.2349 -2.0263 -0.3193 0.545 2.361 0.668 0.213
H 2.6107 -0.0972 -1.3183 0.317 -0.793 -0.130 0.199
H 1.9526 -1.8696 -0.9004 1.061 2.792 1.253 0.188
H 2.5098 -0.9625 1.3357 1.321 1.112 -0.687 0.468
H 2.5031 1.9523 0.2640 -2.631 0.856 -1.228 0.411
H 1.3213 3.2442 0.2430 -0.233 -0.678 -0.377 0.409
```
Positions in Å, forces in eV/Å.

[2]
Molecular formula: C19H15BCl2CoN8O2
Method: DFT, the ωB97M-V functional and the def2-TZVPD basis

Output
- ⟨S²⟩: 8.79
- Spin multiplicity: 6
- HOMO level (spin up / spin down): -14.21 / -14.21 eV
- Net charge: +2
- Molecular weight: 528.034 g mol⁻¹

```
48
Properties=species:S:1:pos:R:3:forces:R:3:mulliken_spin:R:1
Co -0.2125 1.3651 0.0009 -0.104 -0.259 0.085 3.198
C -0.1574 -1.3470 -3.0718 0.059 0.000 -0.039 0.034
C -0.5691 -0.1154 -2.6204 0.031 0.077 0.039 -0.002
N 0.1501 0.2361 -1.5346 -0.369 -0.429 0.022 0.159
N 0.9933 -0.7966 -1.2559 0.331 0.192 -0.060 0.020
C 0.8289 -1.7490 -2.1693 0.075 0.062 -0.057 0.053
B 1.9581 -0.7103 -0.0008 -0.045 0.052 -0.044 -0.026
N 2.5742 0.7263 -0.0003 -0.015 -0.026 0.000 -0.005
C 3.8391 1.1919 -0.0006 -0.010 -0.015 0.001 0.016
C 3.8252 2.5692 0.0000 -0.027 -0.013 -0.002 0.004
C 2.4772 2.9072 0.0010 0.077 -0.046 0.010 -0.002
N 1.7382 1.8014 0.0006 -0.011 0.155 -0.001 0.086
N 0.9934 -0.7966 1.2552 0.331 0.150 0.093 0.019
C 0.8286 -1.7487 2.1681 0.109 0.081 0.000 0.064
C -0.1583 -1.3466 3.0711 0.011 0.051 0.054 0.041
C -0.5698 -0.1152 2.6203 -0.004 0.041 0.024 -0.004
N 0.1501 0.2364 1.5343 -0.337 -0.390 -0.117 0.174
N 2.9044 -1.8679 -0.0004 -0.095 -0.123 0.007 0.001
C 4.2544 -2.0576 -0.0003 0.090 -0.031 0.000 0.000
C 4.5008 -3.4016 0.0003 -0.011 0.085 -0.001 0.000
C 3.2235 -3.9930 0.0005 0.082 0.019 0.000 0.000
N 2.2725 -3.0840 0.0001 -0.139 0.027 0.006 0.000
H -0.4870 -1.8772 -3.9472 -0.027 -0.009 -0.001 0.001
H -1.2935 0.5681 -3.0329 -0.059 -0.043 0.007 -0.003
H 1.4203 -2.6467 -2.1283 -0.018 -0.028 -0.011 0.003
H 4.6822 0.5314 -0.0013 0.018 0.037 0.000 -0.002
H 4.6731 3.2298 -0.0001 0.008 0.009 -0.002 0.001
H 2.0104 3.8787 0.0018 0.000 0.009 0.001 0.002
H 1.4198 -2.6466 2.1268 -0.014 -0.030 0.008 0.004
H -0.4880 -1.8770 3.9463 -0.028 -0.009 0.002 0.001
H -1.2940 0.5683 3.0329 -0.057 -0.043 -0.008 -0.003
H 4.9644 -1.2547 -0.0006 0.023 -0.025 0.000 0.000
H 5.4619 -3.8835 0.0005 0.010 -0.018 -0.001 0.000
H 2.9634 -5.0391 0.0009 0.003 -0.021 0.000 0.000
Cl -7.5265 2.3719 -0.0008 0.032 -0.032 0.000 0.097
C -5.9518 1.7682 -0.0002 0.008 0.054 0.001 0.244
C -5.7209 0.3885 0.0003 -0.027 -0.065 0.000 -0.107
C -4.4372 -0.1008 0.0007 -0.033 0.003 -0.001 0.209
Cl -4.1282 -1.7571 0.0013 -0.003 -0.011 0.000 0.070
C -3.2827 0.8007 0.0008 0.019 -0.052 -0.002 0.079
O -2.1291 0.3396 0.0012 -0.047 0.274 0.009 0.287
C -3.5698 2.2223 0.0002 -0.133 0.101 -0.004 0.065
C -2.5160 3.1906 0.0001 0.125 0.075 0.001 0.006
O -1.2973 2.9431 0.0003 0.102 0.226 -0.024 0.110
C -4.8712 2.6807 -0.0003 0.052 -0.062 0.000 0.106
H -6.5610 -0.2936 0.0003 0.009 -0.009 0.000 0.000
H -2.7954 4.2489 0.0000 -0.027 -0.013 0.004 0.003
H -5.0910 3.7415 -0.0008 0.037 0.022 0.000 -0.002
```
Positions in Å, forces in eV/Å.

[3]
Molecular formula: C5H8O2
Method: DFT, the ωB97M-V functional and the def2-TZVPD basis

Output
- Spin multiplicity: 1
- HOMO level: -10.20 eV
- Net charge: 0
- Molecular weight: 100.117 g mol⁻¹
- ΔE to the lowest compared entry with this formula, charge and spin: 109.38 kJ/mol

```
15
Properties=species:S:1:pos:R:3:forces:R:3:nbo_charge:R:1
C 0.0065 -1.5192 0.9075 0.017 0.007 0.006 -0.617
C 0.0731 -0.1600 0.2593 0.167 -0.137 -0.016 0.234
O -1.1284 0.5844 0.4820 -0.061 0.071 -0.111 -0.504
C -1.8970 1.0486 -0.5122 -0.019 0.069 -0.348 0.655
O -1.8814 0.7499 -1.6763 0.030 -0.009 0.570 -0.580
C 0.8677 0.0890 -0.9814 0.006 -0.036 -0.182 -0.435
C 1.2853 0.7225 0.3193 0.134 0.056 0.226 -0.434
H -0.7009 -2.1715 0.3833 0.095 0.138 0.047 0.220
H -0.3107 -1.4366 1.9520 0.045 0.042 -0.132 0.220
H 0.9910 -1.9991 0.8905 -0.149 0.126 -0.049 0.217
H -2.5580 1.8141 -0.0793 -0.133 -0.161 -0.067 0.116
H 1.4742 -0.7416 -1.3371 -0.198 0.127 0.037 0.221
H 0.4316 0.7043 -1.7568 0.133 -0.068 0.093 0.247
H 2.1910 0.3753 0.8068 -0.172 -0.025 -0.019 0.216
H 1.0669 1.7790 0.4570 0.103 -0.200 -0.055 0.223
```
Positions in Å, forces in eV/Å.

[4]
Molecular formula: C8H8F3N2O
Method: DFT, the ωB97M-V functional and the def2-TZVPD basis

Output
- Spin multiplicity: 1
- HOMO level (spin up / spin down): -12.80 / -12.42 eV
- Net charge: +1
- Molecular weight: 205.159 g mol⁻¹
- ΔE to the lowest compared entry with this formula, charge and spin: 118.76 kJ/mol

```
22
Properties=species:S:1:pos:R:3:forces:R:3:nbo_charge:R:1
C -2.0152 -0.1181 -0.8512 -0.491 0.895 1.513 -0.261
C -1.8368 0.0651 0.5005 -0.500 1.475 -1.563 -0.084
C -1.4604 -1.1712 -1.5705 -0.369 0.110 0.772 -0.001
C -0.8433 -0.6976 1.2196 -0.608 -1.285 -0.936 -0.169
C -0.7595 -2.1236 -0.8866 1.690 -1.020 -0.639 -0.344
C -0.3567 -1.8269 0.3897 0.144 0.639 0.679 0.604
C 0.7266 2.2260 0.4985 -5.123 -1.775 0.133 -0.441
C 2.8339 0.3179 -0.4142 -0.523 2.829 -0.173 0.952
N 1.8376 0.0373 0.2965 1.788 -1.774 -2.120 -0.375
N 1.0067 0.8417 0.9122 2.069 1.712 -0.831 0.128
O 0.3618 0.1683 1.7899 -2.167 0.066 1.432 -0.227
F 0.4384 -2.5864 1.0729 0.410 -0.842 -0.136 -0.250
F 3.5204 -0.4919 -1.1316 0.012 -0.799 0.256 -0.240
F 3.2737 1.5853 -0.6694 -0.444 -1.363 0.530 -0.310
H -2.6882 0.5895 -1.2673 -0.389 0.272 -0.901 0.245
H -2.4022 0.9457 0.8531 0.549 -0.853 0.717 0.253
H -1.6295 -1.2721 -2.6120 -0.175 -0.085 -0.809 0.248
H -1.2513 -1.2652 2.0659 0.273 0.822 0.617 0.301
H -0.3448 -2.9718 -1.4466 -0.151 0.203 0.626 0.272
H 1.2573 2.6310 -0.3116 0.862 -0.337 -1.142 0.255
H 0.8057 2.8787 1.3002 0.362 1.047 1.767 0.237
H -0.4743 2.2381 0.2618 2.779 0.061 0.209 0.208
```
Positions in Å, forces in eV/Å.

[5]
Molecular formula: C5H7NO
Method: DFT, the ωB97M-V functional and the def2-TZVPD basis

Output
- Spin multiplicity: 1
- HOMO level: -9.28 eV
- Net charge: 0
- Molecular weight: 97.117 g mol⁻¹
- ΔE to the lowest compared entry with this formula, charge and spin: 322.45 kJ/mol

```
14
Properties=species:S:1:pos:R:3:forces:R:3:nbo_charge:R:1
O 2.7089 -1.4669 0.6002 0.022 -0.023 0.308 -0.695
C 2.5183 -0.3499 -0.2425 -0.025 0.240 -0.294 -0.132
C 1.1420 0.1723 -0.1874 -0.457 0.126 0.106 -0.033
C 0.0046 0.5612 -0.0766 0.494 -0.183 -0.014 -0.031
C -1.3757 0.9739 0.0703 0.139 0.164 -0.086 -0.163
C -2.4302 0.1444 -0.5708 -0.129 -0.041 -0.283 -0.237
N -2.2837 0.1511 0.8768 0.017 -0.179 0.185 -0.556
H 2.5032 -1.1921 1.5027 0.019 -0.103 -0.114 0.468
H 3.2256 0.4585 -0.0066 -0.122 -0.104 -0.025 0.188
H 2.7498 -0.6961 -1.2538 -0.062 0.065 0.107 0.207
H -1.5375 2.0429 0.1816 0.022 -0.154 -0.036 0.224
H -2.0889 -0.7236 -1.1292 -0.046 0.110 0.100 0.202
H -3.3336 0.6139 -0.9502 0.144 -0.014 0.076 0.202
H -1.8030 -0.6896 1.1855 -0.015 0.096 -0.029 0.357
```
Positions in Å, forces in eV/Å.

[6]
Molecular formula: C2H2N6O
Method: DFT, the ωB97M-V functional and the def2-TZVPD basis

Output
- Spin multiplicity: 1
- HOMO level: -9.67 eV
- Net charge: 0
- Molecular weight: 126.079 g mol⁻¹
- ΔE to the lowest compared entry with this formula, charge and spin: 421.41 kJ/mol

```
11
Properties=species:S:1:pos:R:3:forces:R:3:nbo_charge:R:1
O -2.4881 -0.9222 -0.2778 0.961 0.474 3.437 -0.478
N -1.2613 -0.2312 0.1395 -1.464 -0.447 -0.126 -0.002
N -1.2772 1.1445 -0.0246 -6.158 -1.808 -0.266 -0.003
N -0.1716 1.5765 -0.1457 0.680 6.993 -0.063 -0.005
N 0.6708 0.6778 -0.0361 -6.250 -5.909 1.564 -0.185
C 1.8639 0.4330 0.0181 9.094 4.082 -1.744 0.134
N 2.1523 -0.7829 -0.1236 2.170 -2.562 0.467 -0.234
N 1.0307 -1.5061 -0.0709 -3.031 -0.134 0.754 -0.288
C 0.0672 -0.5850 0.0818 0.517 -1.147 -1.599 0.364
H -3.0346 -1.1214 0.6234 2.186 0.827 -2.843 0.498
H 2.4479 1.3169 -0.1842 1.296 -0.369 0.419 0.201
```
Positions in Å, forces in eV/Å.

[7]
Molecular formula: C5H14O
Method: DFT, the ωB97M-V functional and the def2-TZVPD basis

Output
- Spin multiplicity: 1
- HOMO level: -10.25 eV
- Net charge: 0
- Molecular weight: 90.166 g mol⁻¹
- ΔE to the lowest compared entry with this formula, charge and spin: 69.02 kJ/mol

```
20
Properties=species:S:1:pos:R:3:forces:R:3:nbo_charge:R:1
C 1.8975 -0.5440 -2.4346 -0.480 -1.200 0.319 -0.642
C 0.5131 -0.8740 -1.8249 0.139 1.552 -0.031 0.088
C 0.6030 -1.9335 -0.7490 0.440 -0.238 0.215 -0.634
O -0.0506 0.3394 -1.2376 0.486 -0.571 -0.156 -0.719
H 2.6727 -0.9698 -1.7914 0.165 0.588 0.135 0.201
H 1.9946 0.5219 -2.6074 0.169 0.006 -0.075 0.225
H 2.0051 -1.1130 -3.3560 0.038 0.247 -0.306 0.215
H -0.1768 -1.0648 -2.6467 -0.082 -0.467 0.228 0.181
H 0.9850 -1.4660 0.1686 -0.340 0.143 -0.051 0.206
H -0.3456 -2.4266 -0.5316 0.138 0.040 -0.019 0.223
H 1.3970 -2.6558 -0.9536 -0.368 -0.322 -0.370 0.209
H 0.6286 0.6209 -0.6109 -0.238 0.207 0.039 0.449
C -1.8012 1.1481 1.6517 0.217 0.710 0.713 -0.602
C -1.2296 1.7174 2.9609 -0.106 -0.400 0.135 -0.603
H -2.5761 1.8454 1.3273 -0.041 -0.242 -0.295 0.201
H -1.0230 1.1059 0.8955 -0.188 -0.182 -0.161 0.209
H -2.2431 0.1644 1.8076 0.054 0.007 -0.126 0.201
H -0.4656 1.0775 3.4051 0.026 -0.112 -0.091 0.195
H -2.0183 1.8152 3.7108 0.054 0.113 -0.030 0.199
H -0.7669 2.6913 2.8159 -0.085 0.123 -0.075 0.199
```
Positions in Å, forces in eV/Å.

[8]
Molecular formula: C10H17N3O6
Method: DFT, the ωB97M-V functional and the def2-TZVPD basis

Output
- Spin multiplicity: 1
- HOMO level: -9.20 eV
- Net charge: 0
- Molecular weight: 275.261 g mol⁻¹
- ΔE to the lowest compared entry with this formula, charge and spin: 57.43 kJ/mol

```
36
Properties=species:S:1:pos:R:3:forces:R:3:nbo_charge:R:1
N -0.0307 -1.5755 -1.5348 0.045 -0.797 0.532 -0.874
C 1.0774 -2.2895 -1.1250 0.934 -1.757 -1.172 0.672
O 1.8527 -2.8928 -1.8853 -1.536 1.233 0.355 -0.625
C 1.3710 -2.4186 0.3280 -0.524 1.597 1.011 -0.533
C 2.6307 -1.6326 0.6212 1.440 0.230 -0.328 -0.380
C 2.5619 -0.1094 0.3212 -0.803 -0.221 0.333 -0.135
N 3.8074 0.5295 0.7153 0.865 0.554 -0.991 -0.838
C 1.4040 0.5007 1.1246 -0.012 -1.117 1.252 0.686
O 1.3927 0.4748 2.3639 -0.039 0.564 -1.725 -0.642
N 0.3661 0.9517 0.3576 -0.107 -0.188 1.105 -0.641
C -0.8741 1.3567 1.0221 0.716 0.493 -1.807 -0.186
C -1.6153 2.3655 0.1236 -0.569 0.408 0.014 -0.378
C -1.9191 1.9993 -1.3677 0.363 0.563 0.897 -0.524
C -2.8268 0.8078 -1.5127 1.377 -1.087 -0.904 0.801
O -2.4351 -0.3688 -1.5380 -1.622 2.489 0.442 -0.632
O -4.0788 1.2227 -1.7553 0.500 -0.368 0.547 -0.657
C -1.8505 0.2722 1.3579 -1.253 -2.126 0.981 0.798
O -2.9904 0.4657 1.7267 1.030 0.169 -0.445 -0.588
O -1.3738 -1.0189 1.2715 0.157 1.296 -0.157 -0.703
H -0.4209 -2.0138 -2.3900 0.045 1.032 0.838 0.416
H -0.6719 -1.3006 -0.7505 0.562 -0.720 -1.562 0.431
H 1.5224 -3.4575 0.5425 0.116 -0.554 0.056 0.247
H 0.5819 -2.0274 0.9905 0.116 -0.310 -0.406 0.224
H 2.8770 -1.6865 1.6813 0.146 -0.261 0.014 0.222
H 3.4665 -2.0642 0.0015 -0.664 0.546 0.753 0.236
H 2.3043 0.0172 -0.7668 0.827 0.155 0.827 0.195
H 4.0300 1.3072 0.1042 -0.013 -0.168 -0.049 0.363
H 3.9181 0.8933 1.6596 -0.773 -0.596 -0.055 0.385
H 0.3710 0.5681 -0.5772 -0.388 0.227 -0.102 0.420
H -0.5756 1.8174 1.9662 -0.142 0.016 -0.041 0.281
H -2.6133 2.4332 0.5606 0.155 0.633 0.254 0.238
H -1.1106 3.3600 0.1210 -0.342 -0.833 0.158 0.230
H -2.4654 2.9166 -1.7060 0.733 -0.955 -0.291 0.250
H -0.9838 1.7809 -1.8992 -0.358 0.328 -0.165 0.234
H -4.6166 0.4380 -1.6871 -0.793 -0.644 -0.205 0.498
H -2.0823 -1.6226 1.5345 -0.186 0.170 0.041 0.509
```
Positions in Å, forces in eV/Å.

Among the records above, which one has the lowest molecular weight?
C5H14O

Which formula does entry 3 have?
C5H8O2

What is the formula in the first record?
C6H9N3O2

Please write out number 6 again, unchanged.
Molecular formula: C2H2N6O
Method: DFT, the ωB97M-V functional and the def2-TZVPD basis

Output
- Spin multiplicity: 1
- HOMO level: -9.67 eV
- Net charge: 0
- Molecular weight: 126.079 g mol⁻¹
- ΔE to the lowest compared entry with this formula, charge and spin: 421.41 kJ/mol

```
11
Properties=species:S:1:pos:R:3:forces:R:3:nbo_charge:R:1
O -2.4881 -0.9222 -0.2778 0.961 0.474 3.437 -0.478
N -1.2613 -0.2312 0.1395 -1.464 -0.447 -0.126 -0.002
N -1.2772 1.1445 -0.0246 -6.158 -1.808 -0.266 -0.003
N -0.1716 1.5765 -0.1457 0.680 6.993 -0.063 -0.005
N 0.6708 0.6778 -0.0361 -6.250 -5.909 1.564 -0.185
C 1.8639 0.4330 0.0181 9.094 4.082 -1.744 0.134
N 2.1523 -0.7829 -0.1236 2.170 -2.562 0.467 -0.234
N 1.0307 -1.5061 -0.0709 -3.031 -0.134 0.754 -0.288
C 0.0672 -0.5850 0.0818 0.517 -1.147 -1.599 0.364
H -3.0346 -1.1214 0.6234 2.186 0.827 -2.843 0.498
H 2.4479 1.3169 -0.1842 1.296 -0.369 0.419 0.201
```
Positions in Å, forces in eV/Å.